A molecular structure, C38H37F4MoN6O2, computed with wB97M-V/def2-TZVPD.

```
88
Properties=species:S:1:pos:R:3:mulliken_charge:R:1
Mo 0.541 -0.241 0.720 0.94
O 1.376 -3.828 2.844 -0.85
C 0.936 -2.790 2.345 -0.46
N 1.508 -1.990 1.453 0.70
C 2.863 -2.283 1.067 -2.02
C 3.316 -1.280 0.037 0.56
C 4.582 -1.360 -0.529 -1.05
C 5.009 -0.383 -1.411 -0.63
C 4.159 0.673 -1.696 -1.25
C 2.907 0.693 -1.109 -0.33
N 2.478 -0.272 -0.281 1.10
C -0.412 -2.235 2.813 0.51
C -1.211 -2.955 3.671 -0.61
C -2.392 -2.376 4.127 -0.60
C -2.710 -1.090 3.730 -1.07
C -1.850 -0.430 2.858 -0.02
N -0.746 -1.000 2.391 0.99
H 3.542 -2.214 1.931 0.57
H 2.977 -3.307 0.682 0.32
H 5.218 -2.192 -0.256 0.53
H 5.988 -0.444 -1.867 0.38
H 4.440 1.474 -2.364 0.51
H 2.205 1.494 -1.298 0.41
H -0.886 -3.944 3.958 0.57
H -3.056 -2.930 4.777 0.40
H -3.612 -0.596 4.061 0.51
H -2.056 0.574 2.507 0.12
C -0.386 -2.385 -3.413 -1.22
N 0.750 -2.223 -2.529 1.01
C 1.994 -2.395 -3.240 -1.01
C 0.704 -3.134 -1.403 -0.77
C -0.576 -3.134 -0.568 -2.05
N -1.116 -1.816 -0.259 1.38
C -2.386 -1.812 0.156 0.52
C -3.139 -0.602 0.130 -0.81
F -2.569 0.510 -0.398 -0.15
C -4.424 -0.494 0.605 0.51
F -5.028 0.723 0.532 -0.37
C -5.123 -1.565 1.139 -0.77
C -4.430 -2.759 1.162 0.36
F -5.021 -3.854 1.703 -0.40
C -3.137 -2.893 0.699 0.45
F -2.558 -4.112 0.899 -0.49
H -0.456 -3.416 -3.808 0.36
H -0.299 -1.698 -4.256 0.40
H -1.303 -2.142 -2.881 0.10
H 2.105 -3.412 -3.662 0.37
H 2.839 -2.216 -2.570 0.16
H 2.056 -1.683 -4.062 0.19
H 1.566 -2.915 -0.771 -0.46
H 0.837 -4.176 -1.761 0.48
H -0.340 -3.722 0.329 0.41
H -1.319 -3.728 -1.118 0.83
H -6.131 -1.475 1.509 0.49
N -0.040 1.136 -0.300 -0.66
C -0.309 2.223 -0.984 -0.73
C -0.737 3.401 -0.202 -0.12
C -1.453 3.241 0.991 0.29
C -1.814 4.323 1.774 -0.62
C -1.466 5.616 1.400 -0.52
C -0.750 5.796 0.224 -0.92
C -0.396 4.712 -0.563 -0.38
C -0.298 2.253 -2.456 1.13
C 0.376 1.291 -3.217 0.76
C 0.381 1.340 -4.603 -1.07
C -0.312 2.330 -5.289 -0.63
C -1.038 3.255 -4.553 -0.83
C -1.036 3.213 -3.170 -0.65
H -1.722 2.235 1.284 0.09
H -2.381 4.158 2.682 0.40
H -1.745 6.463 2.013 0.39
H -0.457 6.793 -0.084 0.38
H 0.177 4.879 -1.465 0.54
H 0.856 0.465 -2.708 0.02
H 0.924 0.587 -5.158 0.36
H -0.306 2.362 -6.371 0.38
H -1.625 4.012 -5.061 0.38
H -1.635 3.930 -2.625 0.52
C 1.963 1.296 4.392 -0.94
O 1.685 0.425 3.310 -0.18
C 1.404 0.922 2.056 1.66
C 1.780 2.364 1.865 -1.93
H 1.932 0.678 5.288 0.31
H 1.215 2.087 4.480 0.32
H 2.953 1.751 4.308 0.29
H 2.818 2.530 2.177 0.59
H 1.150 3.059 2.427 0.44
H 1.682 2.634 0.816 0.13
```

Output
HOMO (spin up / spin down) = -2.8 / -2.8 eV
Charge = -1
Kohn-Sham gap (spin up / spin down) = 5.305 / 5.303 eV
Calculated total energy = -65768.4547 eV
Relative energy (zero: lowest compared OMol25 entry of this formula, charge and spin) = 9.7 kcal per mole
E_LUMO (spin up / spin down) = 2.495 / 2.494 eV

---

A molecular structure, C20H28F3MnO5S, computed with wB97M-V/def2-TZVPD.

```
58
Properties=species:S:1:pos:R:3:nbo_charge:R:1
O 0.999 3.133 -5.242 -0.58
C -0.102 3.053 -6.217 -0.07
C 0.526 4.007 -7.202 -0.46
H -1.031 3.483 -5.847 0.21
H -0.279 2.022 -6.537 0.17
C 1.612 4.132 -6.100 0.27
H -0.090 4.890 -7.384 0.21
H 0.833 3.542 -8.133 0.21
C 1.574 5.497 -5.441 -0.63
H 0.544 5.762 -5.140 0.22
H 1.895 6.282 -6.142 0.22
H 2.277 5.543 -4.593 0.20
C 2.984 3.773 -6.623 -0.62
H 2.987 2.779 -7.079 0.22
H 3.745 3.839 -5.839 0.21
H 3.252 4.487 -7.411 0.22
Mn 0.903 0.249 -0.566 1.13
C 1.674 -1.562 0.209 -0.26
C 0.335 -1.845 -0.245 -0.12
C 0.278 -1.567 -1.644 -0.22
H -0.442 -2.323 0.354 0.32
C 1.589 -1.110 -2.065 -0.27
C 2.453 -1.119 -0.916 -0.27
H 3.515 -0.884 -0.935 0.29
H 2.058 -1.740 1.209 0.28
H -0.541 -1.830 -2.319 0.31
H 1.885 -0.920 -3.097 0.30
C 0.834 0.793 1.467 -0.27
C 2.120 1.108 0.870 -0.26
C 1.902 2.088 -0.157 -0.27
H 3.100 0.763 1.196 0.28
C 0.489 2.394 -0.181 -0.25
C -0.163 1.629 0.855 -0.09
H -1.167 1.829 1.242 0.31
H 0.673 0.095 2.287 0.30
H 2.668 2.599 -0.752 0.29
H 0.039 3.234 -0.724 0.31
O -1.386 3.303 -3.861 -0.53
C -0.450 2.334 -3.301 -0.09
C -0.599 1.025 -4.102 -0.43
H -0.844 2.054 -2.280 0.13
H 0.549 2.774 -3.174 0.22
C -2.084 1.052 -4.450 -0.44
H -0.330 0.165 -3.484 0.17
H 0.025 0.991 -4.996 0.23
C -2.578 2.451 -3.994 -0.09
H -2.564 0.300 -3.812 0.22
H -2.244 0.820 -5.506 0.22
H -2.940 2.287 -2.948 0.18
H -3.340 2.892 -4.648 0.21
F -4.196 -2.115 1.325 -0.30
C -3.786 -1.594 0.142 0.71
F -3.191 -2.587 -0.583 -0.34
F -4.869 -1.159 -0.538 -0.30
S -2.562 -0.225 0.429 2.31
O -3.349 0.872 0.954 -0.93
O -1.639 -0.863 1.366 -1.01
O -1.965 0.044 -0.898 -1.00
```

Output
HOMO (spin up / spin down) = -11.7 / -11.7 eV
Charge = +1
Kohn-Sham gap (spin up / spin down) = 5.297 / 5.663 eV
Calculated total energy = -81727.5719 eV
2S+1 = 4
Relative energy (zero: lowest compared OMol25 entry of this formula, charge and spin) = 30.3 kcal per mole
E_LUMO (spin up / spin down) = -6.384 / -6.016 eV

---

A molecular structure, C38H41CsN4O2P2, computed with wB97M-V/def2-TZVPD.

```
88
Properties=species:S:1:pos:R:3:mulliken_charge:R:1
Cs 0.474 0.270 0.122 1.25
N -0.436 -2.657 -1.480 -0.58
C 0.912 -3.276 -1.476 -0.06
C 1.019 -4.580 -2.273 -0.81
C 0.589 -4.503 -3.734 0.06
C 0.779 -5.832 -4.464 -1.46
N 2.171 -6.293 -4.585 -0.15
C 3.068 -5.334 -5.088 -0.15
N 4.430 -5.698 -4.926 -0.58
N 2.756 -4.876 -6.394 -0.55
C 1.962 -2.212 -1.911 0.30
O 2.698 -2.489 -2.877 -0.64
O 1.950 -1.159 -1.204 -0.78
H -1.139 -3.364 -1.319 0.24
H -0.622 -2.261 -2.394 0.26
H 1.143 -3.507 -0.434 0.26
H 0.424 -5.353 -1.761 0.35
H 2.069 -4.888 -2.239 0.26
H 1.191 -3.725 -4.210 0.26
H -0.467 -4.225 -3.814 0.41
H 0.346 -5.775 -5.466 0.33
H 0.234 -6.621 -3.944 0.53
H 2.504 -6.601 -3.682 0.31
H 4.631 -5.805 -3.941 0.30
H 5.017 -4.941 -5.246 0.27
H 1.801 -4.543 -6.418 0.33
H 3.331 -4.073 -6.607 0.24
C -2.441 3.260 -2.814 -1.59
P -1.621 2.805 -1.218 -0.10
C -2.960 3.069 0.017 0.58
C -3.517 1.931 0.596 -0.43
C -4.572 2.024 1.501 -0.59
C -5.078 3.266 1.835 -0.48
C -4.527 4.414 1.274 -0.77
C -3.476 4.318 0.373 0.16
C -0.444 4.173 -0.942 0.95
C 0.501 4.422 -1.949 -0.52
C 1.538 5.319 -1.750 -0.48
C 1.687 5.969 -0.532 -0.62
C 0.794 5.689 0.496 -0.62
C -0.247 4.791 0.302 -0.61
P -3.394 4.864 -2.963 -0.10
C -2.171 6.141 -2.774 0.66
C -1.024 6.269 -3.644 -0.52
C -0.174 7.355 -3.535 -0.58
C -0.386 8.364 -2.581 -0.63
C -1.540 8.272 -1.740 -0.55
C -2.405 7.208 -1.850 -0.56
C -3.648 4.838 -4.803 0.47
C -3.477 3.748 -5.651 -0.26
C -3.729 3.847 -7.024 -0.61
C -4.160 5.039 -7.574 -0.40
C -4.333 6.138 -6.741 -0.55
C -4.082 6.034 -5.380 -0.47
H -3.132 2.436 -3.021 0.54
H -1.660 3.222 -3.578 0.60
H -3.102 0.958 0.360 0.46
H -4.965 1.129 1.969 0.32
H -5.888 3.345 2.553 0.37
H -4.919 5.390 1.540 0.41
H -3.042 5.216 -0.055 0.25
H 0.405 3.928 -2.911 0.22
H 2.228 5.525 -2.560 0.38
H 2.493 6.676 -0.382 0.35
H 0.910 6.171 1.460 0.40
H -0.922 4.579 1.121 0.37
H -0.824 5.505 -4.394 0.34
H 0.690 7.417 -4.194 0.36
H 0.296 9.204 -2.503 0.33
H -1.738 9.045 -1.002 0.35
H -3.282 7.166 -1.206 0.31
H -3.141 2.800 -5.251 0.28
H -3.582 2.981 -7.661 0.35
H -4.348 5.118 -8.638 0.34
H -4.659 7.085 -7.159 0.35
H -4.198 6.902 -4.738 0.32
C -0.092 0.198 3.020 -1.11
C -1.276 0.227 3.661 1.06
C -2.041 1.468 3.796 -0.68
C -3.216 1.501 4.507 -0.19
C -3.776 0.365 5.122 -0.87
C -3.076 -0.842 4.974 -0.09
C -1.889 -0.945 4.283 -0.86
H -1.669 2.367 3.321 0.35
H -3.736 2.451 4.576 0.36
H -4.705 0.419 5.673 0.32
H -3.485 -1.746 5.416 0.33
H -1.390 -1.900 4.196 0.33
```

Output
HOMO (spin up / spin down) = -0.8 / 0.8 eV
Charge = -2
Kohn-Sham gap (spin up / spin down) = 4.313 / 2.763 eV
Calculated total energy = -69247.1680 eV
E_LUMO (spin up / spin down) = 3.541 / 3.564 eV

---

3 unconnected molecules or ions with the total composition C21H19BrClF3IN2O7, computed with wB97M-V/def2-TZVPD.

```
55
Properties=species:S:1:pos:R:3:nbo_charge:R:1
C 3.767 -0.997 -2.826 -0.62
C 3.879 0.492 -3.163 -0.42
C 3.096 1.348 -2.176 -0.30
Br 3.132 3.212 -2.669 0.09
C 1.669 0.944 -2.061 0.22
N 0.937 0.804 -3.176 -0.44
C -0.356 0.431 -3.184 0.20
Cl -1.062 0.368 -4.715 0.15
C -1.036 0.172 -2.004 0.02
C -2.447 -0.268 -2.073 -0.16
C -2.762 -1.515 -2.598 -0.15
C -4.083 -1.896 -2.661 -0.23
C -5.049 -1.016 -2.193 0.07
N -4.766 0.184 -1.695 -0.39
C -3.485 0.542 -1.636 0.05
C -0.316 0.328 -0.795 0.07
C -0.922 0.070 0.561 -0.59
C -0.360 0.977 1.643 0.48
O 0.255 0.579 2.567 -0.50
I -0.710 3.076 1.435 0.08
C 1.024 0.696 -0.874 0.36
F 1.732 0.801 0.244 -0.29
H 2.906 -1.467 -3.286 0.21
H 3.697 -1.120 -1.748 0.21
H 4.667 -1.517 -3.122 0.25
H 4.920 0.780 -3.106 0.25
H 3.528 0.693 -4.173 0.20
H 3.552 1.222 -1.203 0.27
H 1.392 1.001 -4.062 0.46
H -1.991 -2.188 -2.940 0.22
H -4.359 -2.854 -3.064 0.24
H -6.089 -1.300 -2.224 0.21
H -3.267 1.522 -1.237 0.20
H -0.726 -0.945 0.895 0.28
H -1.992 0.216 0.522 0.29
C 3.633 0.161 2.773 -0.13
C 3.876 0.434 4.242 0.45
O 5.289 0.486 4.303 -0.49
C 5.759 0.877 3.085 0.97
O 6.857 1.243 2.859 -0.54
O 4.763 0.786 2.160 -0.50
F 3.423 -0.565 5.033 -0.32
H 3.652 -0.912 2.570 0.20
H 2.709 0.590 2.401 0.21
H 3.468 1.379 4.602 0.16
C -4.175 -0.251 3.718 -0.13
C -4.569 -0.162 2.258 0.44
O -3.920 -1.291 1.702 -0.52
C -3.779 -2.232 2.693 0.97
O -3.483 -3.358 2.503 -0.54
O -4.024 -1.665 3.893 -0.47
F -4.078 0.945 1.638 -0.34
H -3.216 0.240 3.897 0.20
H -4.921 0.145 4.399 0.22
H -5.640 -0.224 2.067 0.17
```

Output
HOMO = -12.9 eV
Charge = +1
Kohn-Sham gap = 8.019 eV
Calculated total energy = -138209.9713 eV
E_LUMO = -4.884 eV

---

2 unconnected molecules or ions with the total composition C7H6ClNO2S, computed with wB97M-V/def2-TZVPD.

```
18
Properties=species:S:1:pos:R:3:nbo_charge:R:1
C -2.860 0.220 -0.073 -0.13
C -2.231 0.137 1.195 -0.23
C -2.061 0.139 -1.256 -0.22
C -0.898 0.094 1.311 -0.15
C -0.648 0.220 -1.143 -0.13
C -0.089 0.178 0.179 -0.17
C 1.291 0.358 0.440 0.09
N 2.297 0.614 -0.534 0.45
O 3.357 0.996 -0.029 -0.36
O 2.013 0.641 -1.726 -0.40
S 2.901 -2.548 0.268 -0.10
Cl 4.785 -2.081 -0.238 -0.11
H -3.908 0.246 -0.129 0.22
H -2.814 -0.146 2.165 0.23
H -2.517 0.249 -2.257 0.23
H -0.473 0.162 2.324 0.23
H 0.149 0.283 -1.973 0.29
H 1.706 0.239 1.475 0.26
```

Output
HOMO (spin up / spin down) = -7.9 / -7.9 eV
Kohn-Sham gap (spin up / spin down) = 4.447 / 4.454 eV
Calculated total energy = -36292.2236 eV
Relative energy (zero: lowest compared OMol25 entry of this formula, charge and spin) = 107.2 kcal per mole
E_LUMO (spin up / spin down) = -3.469 / -3.463 eV